Record 1
DFT (ωB97M-V/def2-TZVPD) results for a 16-piece molecular cluster, C16H64N32O16 overall.

Geometry as XYZ:
```
128
Properties=species:S:1:pos:R:3:forces:R:3:lowdin_charge:R:1
C -8.532450 -30.423420 27.013530 -3.854 -1.569 -2.394 -0.825
O -9.023820 -30.272580 25.910040 0.392 0.036 -1.102 0.038
N -8.861790 -31.363750 27.841680 -1.713 -5.867 2.474 0.147
N -7.924240 -29.561420 27.701300 4.271 6.655 1.499 0.155
H -9.545810 -32.068270 27.605320 0.372 0.083 -0.245 0.117
H -8.697310 -31.249230 28.831590 -0.218 -0.104 -0.404 0.109
H -8.070640 -28.645310 27.302030 1.028 0.323 0.514 0.133
H -7.336080 -29.769140 28.495670 -0.313 0.452 -0.333 0.125
C -2.464020 -25.023000 28.897000 2.535 -0.034 1.313 -0.810
O -1.450380 -24.763310 29.495940 1.365 1.043 0.871 0.041
N -3.362440 -24.190210 28.469870 -2.697 2.904 -1.128 0.169
N -2.739220 -26.252590 28.556010 -1.389 -4.140 -1.094 0.149
H -4.210230 -24.591980 28.095790 0.100 0.848 -0.015 0.107
H -3.243250 -23.192480 28.571960 -0.158 -0.364 0.046 0.127
H -2.245860 -27.025970 28.978590 -0.127 0.375 -0.078 0.119
H -3.663500 -26.410800 28.180800 0.378 -0.634 0.066 0.098
C -5.247490 -23.815620 34.063700 2.885 4.197 -3.737 -0.782
O -4.457630 -22.990210 33.580090 -0.221 -0.578 1.162 0.010
N -5.520830 -24.158920 35.259020 -0.444 -1.189 4.474 0.175
N -6.072820 -24.469000 33.272820 -1.710 -1.443 -3.729 0.128
H -5.099690 -23.821250 36.112670 -0.167 -0.472 -0.330 0.135
H -6.126860 -24.940640 35.054680 0.173 -0.309 3.015 0.106
H -6.885960 -24.918560 33.668810 -0.183 0.281 -0.899 0.106
H -6.081670 -24.090160 32.336610 -0.395 -0.471 0.040 0.122
C -9.136230 -17.546590 35.974140 0.950 1.000 1.335 -0.768
O -8.428220 -17.599230 36.965560 -0.107 -0.745 0.106 0.038
N -9.900250 -16.499040 35.669720 -1.399 2.177 0.599 0.128
N -9.252730 -18.391210 34.983160 1.087 -3.405 -1.406 0.155
H -9.895750 -16.343720 34.671740 -0.357 1.144 0.534 0.098
H -9.833910 -15.798950 36.394680 -0.144 0.594 -0.785 0.112
H -8.616430 -19.174460 35.024830 -0.403 -0.108 -0.622 0.125
H -9.899700 -18.202820 34.230810 0.376 -0.671 0.212 0.113
C -8.024300 -15.944760 29.980240 0.830 -0.963 0.756 -0.852
O -8.330220 -16.859260 29.319830 -0.643 -4.110 -3.267 0.089
N -8.888780 -15.161210 30.523800 -4.135 3.992 1.929 0.143
N -6.852510 -15.651890 30.474760 4.948 1.095 1.099 0.162
H -9.871150 -15.390610 30.474620 0.287 0.475 -0.348 0.121
H -8.536100 -14.226300 30.670950 -1.097 0.049 0.314 0.108
H -5.975160 -16.124240 30.309710 -0.507 -0.088 -0.412 0.124
H -6.804320 -14.872150 31.114910 0.299 -0.483 -0.078 0.105
C -12.032010 -24.662460 35.741280 0.470 0.268 1.478 -0.851
O -11.290370 -25.296760 35.088080 1.936 -2.416 -5.002 0.071
N -13.062130 -23.915100 35.455310 -2.762 1.438 -2.831 0.174
N -11.739930 -24.615170 36.993320 0.496 0.525 6.442 0.145
H -13.318410 -23.948520 34.478950 -0.455 0.405 0.317 0.120
H -13.619720 -23.432260 36.145290 0.180 -0.224 -0.487 0.114
H -12.409370 -24.223600 37.640340 0.427 -0.210 0.242 0.104
H -11.038280 -25.245600 37.354370 -0.268 0.219 -0.171 0.123
C -13.408950 -27.054280 23.381090 2.094 3.338 4.441 -0.733
O -13.826800 -26.976000 24.552220 0.182 -0.178 -1.099 -0.017
N -12.358990 -26.254560 22.986110 -0.496 0.145 -0.235 0.143
N -13.842870 -27.902480 22.524410 -1.746 -2.957 -2.796 0.164
H -11.868850 -26.423590 22.119340 0.037 0.163 0.427 0.096
H -12.027340 -25.600330 23.680420 0.087 -0.213 -0.363 0.102
H -14.452660 -28.592660 22.939030 -0.217 0.136 -0.568 0.126
H -13.878420 -27.679020 21.540080 0.025 -0.386 0.234 0.119
C -4.442820 -27.112270 22.191460 2.280 -1.525 1.959 -0.785
O -5.093940 -26.757410 23.123140 -3.151 2.439 1.207 0.050
N -3.958570 -26.400740 21.190710 -0.550 2.260 -2.077 0.159
N -3.863240 -28.300550 22.361180 1.069 -2.171 -1.054 0.139
H -4.399790 -25.493650 21.139410 0.570 0.031 -0.348 0.112
H -3.105140 -26.599220 20.688350 -0.421 0.025 0.238 0.111
H -3.398000 -28.696260 21.556780 -0.203 -0.706 0.494 0.097
H -4.299750 -28.830570 23.101890 0.399 -0.337 -0.402 0.116
C -12.808710 -15.751730 24.148910 -1.459 -0.543 0.815 -0.860
O -12.492570 -16.681850 24.810160 1.777 -3.708 1.661 0.057
N -12.532630 -14.545630 24.485490 2.090 4.506 1.158 0.160
N -13.722400 -15.795740 23.227410 -1.587 -1.264 -2.837 0.166
H -12.194740 -14.516260 25.436840 0.017 0.986 -0.294 0.127
H -13.056200 -13.844020 23.981790 0.598 0.565 1.071 0.109
H -14.025910 -16.754470 23.133560 -0.811 0.533 -1.045 0.129
H -14.011960 -14.919830 22.816260 -0.624 -1.106 -0.521 0.112
C -9.570080 -22.903330 27.495670 1.169 -4.711 1.782 -0.834
O -9.248880 -23.924420 28.085950 -0.118 -0.422 0.974 0.024
N -10.275510 -21.933780 27.926170 -3.476 4.360 3.687 0.169
N -9.320350 -22.738580 26.247800 1.598 0.729 -4.746 0.159
H -10.235930 -21.026510 27.484140 -0.344 -0.218 0.350 0.118
H -10.750210 -21.998890 28.815280 0.408 0.131 -0.104 0.129
H -9.393480 -21.747450 26.067760 0.698 -0.453 -1.616 0.107
H -8.612110 -23.355890 25.877080 0.090 0.595 -0.315 0.127
C -4.411790 -17.866760 24.256340 -0.823 -0.763 4.828 -0.811
O -3.861260 -18.419870 25.211360 -0.047 0.299 -0.271 0.019
N -4.142920 -18.068080 23.049080 3.145 -1.762 -6.232 0.165
N -5.505640 -17.134570 24.369850 -2.100 1.820 2.257 0.149
H -4.557220 -17.515070 22.312440 0.417 -0.605 -0.049 0.121
H -3.458660 -18.802450 22.936850 0.140 0.461 -0.870 0.133
H -6.000650 -16.736200 23.584760 -0.124 -0.312 0.541 0.105
H -5.919310 -17.351030 25.265460 -0.643 0.893 -0.210 0.118
C -14.428670 -17.004240 31.235860 -0.309 -2.073 -0.049 -0.763
O -14.231360 -18.196360 31.135640 0.061 -1.663 1.970 0.024
N -14.227270 -16.334730 30.142470 0.514 4.040 -4.131 0.142
N -14.868500 -16.258300 32.263530 -0.595 0.933 1.623 0.161
H -14.524270 -15.379770 30.001250 0.097 -0.070 0.327 0.102
H -13.950890 -16.758980 29.268560 -0.095 -0.540 0.625 0.123
H -15.147460 -15.305940 32.075700 0.160 -0.277 0.140 0.099
H -15.084170 -16.590410 33.192660 0.165 -0.390 -0.517 0.112
C -16.646530 -21.918440 24.074140 -0.599 5.117 0.349 -0.802
O -17.075700 -20.758730 24.013030 -0.663 -0.700 -0.459 0.003
N -15.424990 -22.155450 24.395720 5.305 -1.250 1.465 0.157
N -17.276820 -23.026270 23.879520 -3.268 -2.394 -1.100 0.166
H -15.228190 -23.131630 24.564400 0.887 0.474 0.113 0.105
H -14.772630 -21.463920 24.736770 -0.463 -0.077 -0.174 0.127
H -18.258210 -22.853500 23.714820 -0.026 -1.039 0.151 0.128
H -16.833760 -23.859010 24.240560 -1.128 -0.174 -0.329 0.116
C -13.059440 -29.679030 30.394620 -0.586 3.900 0.997 -0.856
O -12.764070 -30.299530 31.349710 1.537 -2.653 3.404 0.074
N -13.512010 -30.166420 29.310790 -0.798 -2.997 -3.447 0.175
N -13.134210 -28.340130 30.406020 0.373 2.844 1.069 0.146
H -13.212540 -31.128390 29.381750 -0.777 -0.444 -1.777 0.128
H -13.796940 -29.559200 28.555680 0.183 -0.950 -0.215 0.125
H -12.916950 -27.787580 29.588960 0.005 -0.111 0.240 0.101
H -12.844470 -27.982320 31.304970 0.108 0.423 -0.314 0.107
C -7.865700 -17.125990 19.062980 2.707 2.412 -0.317 -0.749
O -8.110600 -15.990670 19.397500 -1.336 0.929 0.176 0.034
N -8.184790 -18.206570 19.740390 -1.425 -2.343 1.597 0.152
N -6.956460 -17.380620 18.088130 0.294 -1.237 -1.046 0.140
H -7.663840 -19.059730 19.596060 -0.446 0.153 0.292 0.104
H -8.677200 -18.057670 20.609560 0.099 -0.234 -0.218 0.119
H -6.665580 -18.347790 18.079950 0.464 0.495 -0.786 0.087
H -6.436940 -16.665280 17.599770 -0.346 -0.191 0.332 0.112
C -18.020350 -23.230810 31.318340 -4.289 -3.969 2.402 -0.752
O -18.763130 -24.212060 31.601720 1.123 2.098 -0.596 -0.014
N -16.878520 -23.331790 30.756670 5.053 -0.685 -2.793 0.158
N -18.235400 -21.974670 31.661410 -1.690 3.234 0.790 0.148
H -16.367820 -24.196820 30.651780 -0.463 0.160 -0.105 0.128
H -16.534830 -22.489950 30.317030 0.498 -0.596 -0.009 0.113
H -17.503740 -21.300020 31.489290 -0.399 -0.004 0.109 0.103
H -19.179350 -21.618500 31.708410 0.200 -0.209 0.200 0.116
```
Positions in Å, forces in eV/Å.

Summary:
Energy, eV: -98076.86794
Lowest unoccupied orbital energy, eV: -0.15
HOMO, eV: -9.15
ΔE to the lowest compared entry with this formula, charge and spin, eV: 16.431


Record 2
DFT (ωB97M-V/def2-TZVPD) results for a 9-piece molecular cluster, C16H7Cl32N2O2P overall.

Geometry as XYZ:
```
60
Properties=species:S:1:pos:R:3:forces:R:3:lowdin_charge:R:1
N -2.245678 2.089087 -2.778152 -0.525 0.292 -0.235 -0.302
P -2.958782 3.493484 -2.727819 0.638 -1.449 0.218 0.747
C -2.487608 4.581003 -4.109832 0.068 0.564 0.395 -0.269
C -2.620794 4.138575 -5.424755 -0.081 -0.138 0.065 -0.063
C -2.239171 4.924682 -6.502738 0.085 0.347 -0.142 -0.044
C -1.727084 6.203614 -6.316405 0.164 -0.072 0.311 0.021
C -1.603999 6.649804 -5.013027 0.103 -0.210 0.003 -0.090
C -1.963259 5.860924 -3.926944 0.071 -0.201 -0.180 -0.089
C -1.648194 6.654395 -2.688243 -0.160 0.172 -0.438 -0.397
O -1.496212 6.280828 -1.569878 -0.247 -0.186 0.519 0.108
N -1.470555 8.028171 -3.099736 -0.135 -0.922 0.030 0.101
C -1.103536 7.950577 -4.491535 -0.520 0.287 0.284 -0.397
O -0.451620 8.787390 -5.029991 0.019 0.300 -0.552 0.148
H -2.951329 1.361576 -2.821198 0.244 -0.251 -0.034 -0.051
H -4.367355 3.408317 -2.738932 0.005 0.467 -0.056 0.010
H -2.631642 4.185022 -1.556751 -0.224 0.502 -0.247 0.004
H -3.028531 3.156113 -5.621367 0.035 -0.100 0.095 0.111
H -2.336818 4.552501 -7.510824 -0.100 -0.141 -0.047 0.111
H -1.424486 6.833936 -7.138756 0.009 -0.007 -0.102 0.126
H -2.365277 8.477863 -2.924161 0.332 0.670 0.008 0.160
Cl -0.776227 -1.294667 1.618084 -0.142 -0.012 -0.050 0.484
C -1.313179 -0.362153 0.215439 0.110 0.175 -0.074 -2.042
Cl -2.265207 -1.402172 -0.852139 -0.022 -0.005 0.024 0.521
Cl -2.300912 1.004809 0.743914 -0.005 -0.039 0.053 0.514
Cl 0.110721 0.215441 -0.642029 -0.275 0.018 0.075 0.483
Cl 0.220305 -6.606300 3.863342 -0.105 0.082 -0.082 0.500
C -0.014455 -5.338583 2.639052 -0.039 0.076 -0.030 -2.010
Cl -1.590290 -5.551730 1.876466 -0.020 -0.023 0.021 0.523
Cl 0.052115 -3.770089 3.439748 0.073 -0.096 0.152 0.463
Cl 1.245215 -5.419584 1.407642 0.002 -0.031 0.020 0.519
Cl 3.026265 -7.850779 3.124448 0.224 -0.204 -0.087 0.458
C 4.562390 -8.338859 2.397289 0.011 -0.014 0.022 -2.037
Cl 4.463516 -8.132944 0.644600 -0.008 0.009 0.001 0.525
Cl 5.874330 -7.339262 3.031518 0.008 -0.105 -0.085 0.512
Cl 4.881698 -10.035734 2.774770 -0.001 0.009 -0.007 0.528
Cl 2.820489 0.046275 -2.094276 0.294 -0.023 -0.139 0.502
C 3.744650 -1.323138 -1.463517 -0.023 -0.005 0.037 -2.039
Cl 4.068395 -2.463001 -2.773286 0.000 0.005 0.001 0.529
Cl 5.272277 -0.745321 -0.792536 -0.022 -0.005 0.006 0.532
Cl 2.813506 -2.135220 -0.197910 -0.015 -0.006 -0.022 0.490
Cl -1.457733 -1.873331 8.336458 -0.001 0.010 -0.003 0.535
C -0.055614 -2.226194 7.323105 -0.027 -0.044 0.035 -2.046
Cl 1.418907 -1.760899 8.186143 -0.184 0.090 0.151 0.500
Cl -0.008781 -3.953401 6.964932 0.011 0.031 0.041 0.512
Cl -0.173246 -1.303280 5.819420 0.009 0.017 0.012 0.509
Cl 5.968952 -3.111115 4.964762 0.002 0.000 0.002 0.532
C 4.262884 -3.510350 4.725340 -0.017 0.021 -0.012 -2.024
Cl 3.782643 -3.061316 3.084311 0.030 0.003 0.020 0.500
Cl 4.032079 -5.247056 4.949967 -0.106 0.230 0.110 0.497
Cl 3.279798 -2.622877 5.896579 0.199 -0.135 -0.209 0.493
Cl -4.801057 -6.894024 0.991090 -0.018 0.019 -0.004 0.507
C -4.454736 -8.592119 1.340097 0.037 -0.016 0.019 -2.063
Cl -3.547008 -8.707536 2.850504 -0.007 0.001 -0.009 0.513
Cl -5.972798 -9.481468 1.493088 0.008 0.010 -0.004 0.524
Cl -3.497721 -9.277499 0.023874 -0.001 0.009 0.008 0.523
Cl 3.620586 8.557511 -0.276679 -0.013 0.006 0.006 0.515
C 1.899262 8.148333 -0.343942 0.054 -0.011 -0.059 -2.049
Cl 1.252071 8.549125 -1.935229 0.207 0.023 0.175 0.574
Cl 1.697923 6.421451 -0.036767 -0.007 0.006 -0.012 0.529
Cl 1.031473 9.070823 0.889624 -0.001 -0.002 0.002 0.519
```
Positions in Å, forces in eV/Å.

Summary:
Energy, eV: -433783.41147
Lowest unoccupied orbital energy, eV: -0.71
HOMO, eV: -8.89